1.
Density functional theory data (wB97M-V/def2-TZVPD) for a molecular structure, C30H38CdN4O2 at a distorted geometry.

Output
F_max, eV/A: 2.9
E, eV: -46339.759
Total charge: -2
Relative energy (zero: lowest compared OMol25 entry of this formula, charge and spin), kcal per mole: 58.57
LUMO (alpha / beta), eV: 4.71 / 4.67

Cartesian coordinates (Å):
Cd -0.2639 0.5344 -0.8917
N -2.5890 -1.5531 1.1251
N -0.7877 -2.1613 -1.5514
C 2.0362 0.6376 -0.3194
C 2.2628 -0.6691 0.2302
C 1.7377 -0.6865 1.5415
C 1.7970 -1.8287 2.4851
H 1.8147 -2.7827 1.9475
H 0.9282 -1.8338 3.1545
H 2.7032 -1.7860 3.1113
C 1.2207 0.5902 1.8494
C 0.6891 1.0107 3.1649
H 1.5085 1.2353 3.8675
H 0.0780 0.2227 3.6290
H 0.0679 1.9126 3.0926
C 1.3642 1.4203 0.6940
C 1.2742 2.9032 0.6707
H 0.6470 3.2910 1.4844
H 0.8543 3.2766 -0.2737
H 2.2724 3.3571 0.7949
C 2.9592 -1.7848 -0.4495
H 4.0073 -1.8426 -0.1136
H 2.9613 -1.6526 -1.5392
H 2.4982 -2.7565 -0.2317
C 2.5630 1.1861 -1.6046
H 1.8083 1.7585 -2.1763
H 2.9115 0.3841 -2.2694
H 3.3993 1.8739 -1.4051
C -2.7142 -1.2005 2.4127
H -2.9657 -0.1704 2.6666
C -2.6215 -2.1699 3.4387
H -2.9369 -1.9179 4.4537
C -2.0620 -3.4035 3.0523
H -2.0914 -4.2313 3.7458
C -1.4484 -3.5348 1.8100
H -0.9239 -4.4618 1.4933
C -1.5974 -2.4525 0.8317
C -0.5718 -2.3128 -0.1841
H 0.3501 -2.8720 0.0037
C -1.2556 -0.9260 -2.0402
C -0.1925 -2.8822 -2.6293
H 0.2695 -3.8523 -2.4977
C -0.3543 -2.1383 -3.7419
H -0.0099 -2.3200 -4.7483
N -0.9671 -0.9379 -3.3883
C -1.0347 0.2971 -4.1166
C 0.0915 0.8114 -4.7915
C 0.0859 2.1681 -5.1307
H 0.9425 2.5867 -5.6663
C -0.9859 3.0091 -4.8181
C -0.9996 4.4669 -5.1491
H -0.8704 5.0770 -4.2463
H -1.9667 4.7410 -5.5826
H -0.2101 4.7204 -5.8597
C -2.0789 2.4648 -4.1371
H -2.9095 3.1204 -3.8646
C -2.1101 1.1320 -3.7561
C -3.2441 0.5881 -2.9555
H -3.8154 -0.1581 -3.5358
H -3.9096 1.4150 -2.6706
H -2.8779 0.0789 -2.0177
C 1.3234 -0.0037 -5.0204
H 1.1285 -0.8557 -5.6806
H 1.7872 -0.3823 -4.0962
H 2.0884 0.6051 -5.5167
N -3.3961 2.9394 2.0909
C -2.9651 3.6609 0.8385
C -2.0734 2.7348 0.0410
O -1.6632 3.0679 -1.1010
O -1.7900 1.6360 0.6569
H -4.1396 2.2598 1.8626
H -3.7915 3.6082 2.7602
H -2.6064 2.4356 2.5336
H -3.8512 3.9233 0.2519
H -2.4095 4.5576 1.1322

***

2.
Density functional theory data (wB97M-V/def2-TZVPD) for a molecular structure, C42H43BrCsFN11O5S2 at a distorted geometry.

Output
F_max, eV/A: 3.5
E, eV: -165854.719
Total charge: +1
Relative energy (zero: lowest compared OMol25 entry of this formula, charge and spin), kcal per mole: 35.75
LUMO, eV: -2.80

Cartesian coordinates (Å):
Cs -2.1969 -0.6653 -2.3561
C -2.3305 -2.3211 -8.0168
C -1.7917 -2.0644 -6.6342
N -2.0392 -2.7930 -5.6202
N -2.7993 -3.9048 -5.8099
C -3.1996 -4.7000 -4.7810
N -3.9323 -5.7528 -5.2058
S -2.8424 -4.4729 -3.1674
C -0.8954 -0.8813 -6.4075
C -0.3732 -0.1591 -7.4700
C 0.4029 0.9654 -7.2036
C 0.6333 1.3302 -5.8934
C 0.1058 0.5192 -4.8962
N -0.6334 -0.5530 -5.1396
H -3.3016 -2.8150 -7.9939
H -1.6440 -2.9416 -8.5981
H -2.4744 -1.3848 -8.5473
H -3.0887 -4.1593 -6.7362
H -4.2433 -5.8576 -6.1557
H -4.3056 -6.3610 -4.5050
H -0.5538 -0.4545 -8.4950
H 0.8065 1.5503 -8.0218
H 1.1976 2.2181 -5.6387
H 0.2848 0.7515 -3.8496
C -2.9245 5.7613 1.8768
C -1.8088 5.8774 0.8445
N -1.3195 4.5704 0.3929
C -1.8743 4.0117 -0.7312
C -1.5845 2.7853 -1.2076
C -2.3362 2.1763 -2.3949
O -1.8884 2.3844 -3.5346
O -3.3027 1.4524 -2.0424
C -0.6203 1.9633 -0.5238
O -0.3170 0.8131 -0.8696
C 0.0043 2.5874 0.6541
C 0.9924 1.8791 1.3381
C 1.5536 2.3998 2.4610
F 2.5584 1.7428 3.0666
C 1.1190 3.6141 2.9980
C 0.1630 4.3357 2.3110
C -0.3827 3.8567 1.1090
N 1.6136 4.1156 4.2411
C 2.5358 5.2371 4.1711
C 2.5338 5.9742 5.4969
N 2.9109 4.9947 6.5854
C 1.9563 3.8201 6.6149
C 2.0104 3.1508 5.2579
H -3.2677 6.7535 2.1795
H -2.5878 5.2213 2.7655
H -3.7720 5.2185 1.4539
H -0.9727 6.4533 1.2329
H -2.1654 6.4051 -0.0345
H -2.6058 4.6380 -1.2319
H 1.3226 0.9216 0.9491
H -0.1918 5.2580 2.7583
H 2.2350 5.9262 3.3873
H 3.5630 4.9056 3.9447
H 1.5366 6.3323 5.7299
H 3.2384 6.8002 5.5136
H 2.9538 5.4548 7.4888
H 3.8405 4.6364 6.3847
H 0.9656 4.2191 6.8144
H 2.2563 3.1498 7.4169
H 1.3384 2.2979 5.2587
H 3.0241 2.7556 5.0953
C 0.6967 -3.9817 -3.7702
O 0.4477 -3.3289 -2.5303
C 1.3168 -3.5538 -1.5255
C 2.3566 -4.4624 -1.5701
C 3.2275 -4.5495 -0.4846
Br 4.6552 -5.7936 -0.5651
C 3.0809 -3.7554 0.6233
C 2.0046 -2.8539 0.6870
C 1.1218 -2.7611 -0.3816
O 0.0501 -1.9352 -0.4277
C 1.8783 -2.0240 1.9098
N 2.8922 -1.6318 2.6399
C 2.3251 -0.9381 3.7024
C 2.9315 -0.3449 4.8115
C 2.1134 0.2569 5.7546
C 0.7139 0.2913 5.6005
C 0.0978 -0.2820 4.4981
C 0.9314 -0.9014 3.5682
N 0.6690 -1.5877 2.4000
H 1.7153 -3.7804 -4.1170
H -0.0196 -3.5681 -4.4687
H 0.5449 -5.0609 -3.6836
H 2.5124 -5.0857 -2.4410
H 3.7670 -3.8062 1.4586
H 0.1340 -1.2057 0.2025
H 4.0104 -0.3815 4.9315
H 2.5560 0.6847 6.6518
H 0.1020 0.7468 6.3730
H -0.9810 -0.2758 4.3744
H -0.2172 -2.0408 2.1716
S -3.0178 -2.1457 1.3725
C -2.3050 -3.6126 1.0195
N -2.9179 -4.4762 0.1358
C -2.4034 -5.6634 -0.2493
C -1.2183 -6.0753 0.2541
C -0.6004 -5.1924 1.1578
N -1.1057 -4.0307 1.5236
H -3.7758 -4.1431 -0.2740
H -2.9764 -6.2302 -0.9679
H -0.7664 -7.0115 -0.0390
H 0.3636 -5.4526 1.5940

***

3.
Density functional theory data (wB97M-V/def2-TZVPD) for a molecular structure, C5H8O at a distorted geometry.

Output
F_max, eV/A: 2.1
E, eV: -7357.442
Relative energy (zero: lowest compared OMol25 entry of this formula, charge and spin), kcal per mole: 111.00
LUMO, eV: 1.07

Cartesian coordinates (Å):
C 0.5318 -0.9893 -1.0065
C -0.6508 -0.6121 -0.1577
C -0.4150 -0.3173 1.3216
O 0.7726 0.4800 1.3794
C 0.7132 1.5218 0.5211
C -0.0199 0.4080 -1.0372
H 1.4879 -1.1366 -0.5039
H 0.3687 -1.6388 -1.8675
H -1.6378 -0.9887 -0.4196
H -0.2315 -1.2089 1.9308
H -1.2753 0.2382 1.7326
H 1.0866 1.3080 -0.5533
H -0.2177 2.0925 0.5689
H -0.5128 0.8430 -1.9088

***

4.
Density functional theory data (wB97M-V/def2-TZVPD) for a single C13H16 molecule at a distorted geometry.

Output
F_max, eV/A: 4.7
E, eV: -13736.532
Structure (SMILES): CC(C)(C)C1(c2ccccc2)C=C1
Relative energy (zero: lowest compared OMol25 entry of this formula, charge and spin), kcal per mole: 67.52
LUMO, eV: 0.93

Cartesian coordinates (Å):
C 3.2219 1.1831 1.2552
C 2.9375 -0.1926 1.0981
C 2.1187 2.0975 1.2741
C 1.6399 -0.5515 0.7831
C 0.8057 1.6264 1.1697
C 0.6095 0.3265 0.8540
C -1.4226 -1.0803 1.5115
C -1.7928 0.1697 1.6021
C -0.7699 -0.1668 0.5370
C -0.1284 0.3993 -1.9222
C -2.6807 -0.0932 -1.2435
C -0.8199 -1.8843 -1.2624
C -1.1329 -0.4323 -1.0289
H 4.2473 1.6023 1.3986
H 3.7978 -0.8148 0.7933
H 2.2950 3.1766 1.4242
H 1.3902 -1.6117 0.7024
H 0.1132 2.4286 1.3393
H -1.3186 -2.0240 1.8912
H -2.3333 0.9325 1.9520
H -0.2121 -0.0029 -2.8384
H 0.8154 0.3437 -1.4017
H -0.3976 1.4135 -1.8943
H -2.7754 -0.3158 -2.3089
H -3.1918 -0.6634 -0.4845
H -2.7843 0.9427 -1.0367
H -0.6572 -2.0863 -2.3357
H -1.6890 -2.5053 -1.0574
H 0.1143 -2.2171 -0.7712

***

5.
Density functional theory data (wB97M-V/def2-TZVPD) for a single C6H9NO molecule at a distorted geometry.

Output
F_max, eV/A: 3.8
E, eV: -9902.504
Structure (SMILES): C[C@@H]1[C@H]2OC=N[C@@]12C
Relative energy (zero: lowest compared OMol25 entry of this formula, charge and spin), kcal per mole: 71.49
LUMO, eV: 1.03

Cartesian coordinates (Å):
C 2.7901 0.2015 -0.3541
C 0.3259 -0.8086 -0.5283
C 1.1937 -1.0151 0.6181
C 0.6181 0.6317 -0.1272
C -1.1331 -1.0845 -0.6417
C -0.1137 1.7006 0.6030
N 1.8386 1.0227 -0.5777
O 2.4873 -0.7926 0.5052
H 3.8614 0.3125 -0.6491
H 0.8545 -1.1015 -1.5503
H 0.8392 -1.4370 1.5803
H -1.7681 -0.5702 0.0945
H -1.3145 -2.2553 -0.6837
H -1.4910 -0.7582 -1.5656
H 0.6123 2.6078 0.6096
H -0.2756 1.4307 1.6293
H -1.0652 1.8337 0.0245

***

6.
Density functional theory data (wB97M-V/def2-TZVPD) for a single C9H5BrN4O molecule at a distorted geometry.

Output
F_max, eV/A: 3.6
E, eV: -87461.165
Structure (SMILES): O=c1ccc2nnc3c(Br)c[nH]n3c-2c1
Relative energy (zero: lowest compared OMol25 entry of this formula, charge and spin), kcal per mole: 4.51
LUMO, eV: -0.81

Cartesian coordinates (Å):
O -1.0268 0.8622 3.7571
Br 1.9317 -0.3545 -4.5195
N -1.4705 -1.3373 -1.2012
N -0.5531 -1.0041 -2.1751
C -1.1197 0.4047 2.6359
C -1.3543 -0.8048 0.0035
C 0.5190 -0.2519 -1.8939
C -2.0391 -0.7046 2.4013
C -2.1750 -1.2764 1.1280
C -0.1732 0.7614 1.5766
C 1.6284 0.2038 -2.7459
C 2.4811 0.9459 -1.9555
C -0.2230 0.1283 0.3575
N 1.9188 1.0783 -0.6842
N 0.7303 0.3114 -0.6479
H -2.6605 -0.9991 3.2405
H -2.8819 -2.0560 0.9554
H 0.5769 1.4780 1.8526
H 3.4486 1.3397 -2.2564
H 2.4422 1.2750 0.1713

***

7.
Density functional theory data (wB97M-V/def2-TZVPD) for 2 unconnected molecules or ions with the total composition C7H12N2O2S at a distorted geometry.

Output
F_max, eV/A: 4.8
E, eV: -25363.051
Relative energy (zero: lowest compared OMol25 entry of this formula, charge and spin), kcal per mole: 50.18
LUMO, eV: -0.57

Cartesian coordinates (Å):
C -1.3614 -0.2504 -0.9742
C -3.0533 -0.7369 0.3894
C -1.4098 0.8364 0.0204
C -0.8828 2.2105 0.0140
C 2.5747 0.6481 0.6231
C 2.4130 -1.8560 -0.3866
C 1.7497 -0.5357 -0.0060
N -2.2927 -1.1722 -0.6087
N -2.5109 0.5353 0.7321
O -0.6727 -0.2410 -1.9606
O -3.9613 -1.2765 0.9323
S 0.2203 -0.7391 1.0093
H -1.6810 2.6601 -0.6508
H 0.0782 2.3742 -0.2905
H -1.0262 2.4964 1.1388
H 1.6763 1.2609 1.0052
H 3.1204 0.2606 1.4916
H 3.2057 1.0795 -0.1808
H 2.2896 -2.7132 0.3085
H 3.4319 -1.7118 -0.6236
H 1.9148 -2.2206 -1.3481
H 1.4652 -0.0614 -0.9495
H -2.5206 -1.9276 -1.2202
H -2.7672 1.0801 1.5350

***

8.
Density functional theory data (wB97M-V/def2-TZVPD) for a molecular structure, C4H6O2Tl at a distorted geometry.

Output
F_max, eV/A: 7.4
E, eV: -13018.514
Total charge: +1
Relative energy (zero: lowest compared OMol25 entry of this formula, charge and spin), kcal per mole: 167.76
LUMO (alpha / beta), eV: -7.73 / -7.13

Cartesian coordinates (Å):
O 0.8790 -2.3445 2.1450
C 0.8330 -1.1039 1.4770
C -0.6396 -0.7487 1.2858
C -0.8471 0.4547 0.4762
C -0.8175 1.6271 0.0673
H 1.7928 -2.6278 2.2326
H 1.3365 -1.1652 0.4971
H 1.3292 -0.3143 2.0646
H -1.1028 -0.5672 2.2689
H -1.1585 -1.5942 0.8077
H -1.3275 2.5755 -0.0848
O 0.6236 1.7375 -2.1428
Tl -0.5590 0.3972 -1.9105

***

9.
Density functional theory data (wB97M-V/def2-TZVPD) for a single C2H4N2O2 molecule at a distorted geometry.

Output
F_max, eV/A: 5.4
E, eV: -9208.195
Structure (SMILES): C/N=N/C1OO1
Relative energy (zero: lowest compared OMol25 entry of this formula, charge and spin), kcal per mole: 162.07
LUMO, eV: 0.04

Cartesian coordinates (Å):
C 0.9975 -1.0753 -0.7671
C -1.0269 1.3048 0.7351
N -0.1271 -0.5122 -0.1422
N 0.0732 0.6486 0.2325
O 0.7988 -2.0382 -1.6602
O 1.3386 -2.3067 -0.3835
H 1.8468 -0.4915 -0.9359
H -1.0108 1.2064 1.9449
H -1.9673 0.9798 0.4786
H -0.9227 2.2843 0.4977

***

10.
Density functional theory data (wB97M-V/def2-TZVPD) for a molecular structure, C5H7NO at a distorted geometry.

Output
F_max, eV/A: 5.8
E, eV: -8830.074
Relative energy (zero: lowest compared OMol25 entry of this formula, charge and spin), kcal per mole: 141.33
LUMO, eV: 1.05

Cartesian coordinates (Å):
C 1.0884 -0.8290 -0.2167
C 1.2681 0.6344 0.0317
C -0.2914 0.4962 -0.1379
C -1.7354 0.9337 0.1092
C -0.2916 -0.8149 0.4252
H 1.0512 -1.1181 -1.2162
H 2.0367 -1.3311 0.2084
H 2.0836 1.2395 -0.4663
H 1.2611 0.7060 1.0888
H -0.3052 0.3654 -1.2614
H -2.2377 1.9870 0.0349
H -0.0805 -0.8180 1.6279
N -2.3162 -0.1503 -0.1255
O -1.5311 -1.3008 -0.1019

***

11.
Density functional theory data (wB97M-V/def2-TZVPD) for a molecular structure, C22H38CeN8 at a distorted geometry.

Output
F_max, eV/A: 2.6
E, eV: -48256.906
Total charge: +3
Relative energy (zero: lowest compared OMol25 entry of this formula, charge and spin), kcal per mole: 2.18
LUMO (alpha / beta), eV: -8.78 / -8.71
2S+1: 2

Cartesian coordinates (Å):
Ce -12.0214 11.8078 5.5892
C -10.4633 8.7412 6.6512
N -10.9248 9.2590 5.3222
C -11.6967 8.2269 4.5917
C -9.8416 9.9353 4.6228
N -9.8667 11.2009 4.9329
C -8.7056 12.0445 4.6964
C -7.4773 11.7231 5.2816
C -6.3125 12.4841 4.9628
C -6.3508 13.4904 4.0338
C -7.5574 13.7662 3.3357
C -7.5540 14.5204 2.1582
C -8.7467 14.8334 1.5528
C -9.9833 14.3976 2.1524
C -9.9919 13.6289 3.3008
N -11.1492 13.3958 4.0640
C -12.0369 14.4347 4.2201
N -13.3451 13.9259 4.3869
C -14.3148 14.8080 5.1488
C -13.9974 13.5171 3.0886
N -11.6677 15.6821 4.3813
C -12.4788 16.8555 3.9465
C -10.3217 16.0601 4.7781
C -8.7379 13.1234 3.7675
N -9.0624 9.3540 3.7086
C -8.6019 7.9860 3.8823
C -8.3951 10.0286 2.6252
H -9.8719 7.8369 6.5079
H -11.3220 8.5552 7.3253
H -9.8277 9.4142 7.2194
H -12.6346 8.1076 5.1588
H -11.2960 7.2066 4.4957
H -11.9302 8.6081 3.6183
H -7.4214 10.8782 5.9448
H -5.3854 12.2975 5.4999
H -5.5191 14.0700 3.7519
H -6.6135 14.7964 1.7644
H -8.8026 15.3629 0.6375
H -10.9301 14.7342 1.7592
H -13.9134 15.2122 6.0971
H -15.2829 14.2370 5.2039
H -14.5251 15.6707 4.5297
H -13.3423 12.8751 2.4863
H -14.3005 14.4817 2.5807
H -14.9093 13.0052 3.2622
H -13.4558 16.6023 3.6050
H -11.9159 17.3436 3.1728
H -12.5310 17.5076 4.7535
H -9.8502 15.2154 5.2442
H -10.3663 16.8705 5.5151
H -9.6817 16.4422 3.9609
H -9.1165 7.4781 4.7432
H -7.4929 8.0535 4.0565
H -8.8017 7.3723 3.0048
H -8.9208 10.9332 2.4550
H -8.6281 9.3911 1.7762
H -7.3314 10.2364 2.7378
N -12.0716 12.7007 8.0301
C -13.0177 11.7481 8.6617
C -14.3618 11.8668 8.0976
N -14.5016 11.1665 6.8002
H -11.1659 12.6323 8.4959
H -12.4177 13.6549 8.1557
H -13.0560 11.8344 9.7517
H -12.5907 10.7566 8.5150
H -14.6775 12.8897 7.9138
H -15.0097 11.4122 8.8505
H -15.4296 11.3737 6.4290
H -14.5074 10.1652 6.9953

***

12.
Density functional theory data (wB97M-V/def2-TZVPD) for 2 unconnected molecules or ions with the total composition C3H5NO2 at a distorted geometry.

Output
F_max, eV/A: 1.0
E, eV: -8774.492
Structure (SMILES): O=C=CO.C=N
Relative energy (zero: lowest compared OMol25 entry of this formula, charge and spin), kcal per mole: 73.86
LUMO, eV: 0.67

Cartesian coordinates (Å):
O 0.3999 -0.4792 -2.9169
C 0.0585 -0.2463 -1.5895
C 0.2471 -0.3937 2.2444
N -0.5134 0.1600 1.3968
C -0.6500 0.8278 -1.2746
O -1.2764 1.7948 -1.0667
H 1.3336 -0.2537 -3.0195
H 0.2639 -0.9824 -0.8230
H 0.9049 -1.2022 1.9172
H 0.3031 -0.1258 3.3049
H -1.0712 0.9007 1.8269